(1)
47
Properties=species:S:1:pos:R:3:forces:R:3 method="wB97M-V/def2-TZVPD" max_force_ev_per_a=7.4 multiplicity=2 orbital_gap_ev="3.15 / 8.45" e_homo_ev="-5.75 / -11.07" e_lumo_ha="-0.0958 / -0.0963" total_charge=+1 s2=0.754
O -2.356169 -0.095684 2.943077 -1.95 1.60 1.95
C -2.622462 0.661559 2.039594 4.23 -4.55 -1.97
C -1.842289 0.094708 0.779131 1.03 2.40 -0.82
C -0.491019 0.851507 0.697218 1.71 3.50 1.75
C 0.502696 0.761296 -0.559595 -3.48 -0.82 -0.53
C 2.805566 1.132460 -0.714860 4.84 -1.54 -2.34
N 1.852344 0.429333 -0.153058 -4.95 -0.89 -0.93
N -1.386893 -1.321753 0.822295 -1.37 -1.12 -2.06
H -3.063025 1.624654 1.868844 -0.79 0.72 0.84
H -2.493805 0.305074 -0.094504 0.83 -0.63 -0.05
H -0.745295 1.962891 0.822100 0.35 -1.35 -0.19
H 0.228646 0.659902 1.618113 -2.13 0.01 -1.66
H 0.356493 1.714444 -1.222002 0.97 -1.70 1.46
H -0.115974 -0.021528 -1.180907 1.67 0.75 0.16
H 3.873003 0.815972 -0.477041 -1.63 0.71 -0.70
H 2.553923 1.803443 -1.511475 0.20 -0.09 -0.18
H 1.901435 -0.159787 0.637777 0.67 -0.10 0.73
H -2.047315 -1.851362 0.175015 1.29 0.08 0.60
H -1.392469 -1.832421 1.687024 -0.04 0.45 1.16
H -0.427401 -1.456179 0.395680 -1.17 0.41 0.43
H -0.352345 5.060821 0.018864 -0.67 0.81 0.74
H 0.386280 4.689187 -1.243646 0.07 -0.67 1.86
O 0.236192 4.390931 -0.289816 0.69 -0.11 -2.65
H 3.640217 2.920223 1.109562 -1.61 0.14 -0.47
H 2.088256 3.080972 0.577298 -0.61 1.50 0.19
O 2.824296 2.504008 0.707290 2.40 1.21 2.83
H -1.503448 3.233690 -1.520661 1.05 0.50 0.51
H -2.654358 2.530373 -1.866344 -3.43 -0.10 -2.01
O -1.911558 2.386594 -1.369662 2.08 -0.34 1.45
H -2.552652 -3.784262 -1.055295 1.00 1.23 -0.35
H -2.065559 -2.572578 -1.946924 -0.28 0.10 -0.24
O -1.905803 -3.025358 -1.111007 -1.22 -1.67 0.21
H 1.346151 -1.552700 -2.527872 -4.41 -3.82 2.38
H 1.985923 -1.139211 -3.932521 -0.61 -0.68 -0.66
O 1.900841 -1.074213 -2.998168 5.15 4.83 -2.18
H -3.736353 -0.281442 -3.032918 0.50 -0.57 0.36
H -4.086984 -1.060921 -1.824011 -2.92 -0.69 2.36
O -3.390437 -0.928726 -2.384495 2.39 1.20 -2.73
H 1.024305 -0.582677 3.765593 0.30 -0.26 -2.26
H 1.760616 -1.390839 2.579527 -0.47 0.62 0.36
O 1.116496 -0.661436 2.758668 0.21 -0.74 2.18
H 3.800728 -2.561239 2.565223 -1.29 0.57 -0.66
H 3.346046 -3.042933 1.257025 -0.06 -0.79 -1.36
O 3.054359 -2.435887 1.912268 1.48 0.15 2.02
H 1.720348 -3.214234 -1.570311 3.44 -0.29 -0.06
H 0.432271 -3.716338 -1.863703 -0.48 0.91 0.50
O 0.859188 -2.928135 -1.460792 -3.00 -0.89 0.03

=====

(2)
11
Properties=species:S:1:pos:R:3:forces:R:3 method="wB97M-V/def2-TZVPD" max_force_ev_per_a=3.1 smiles=Nc1ccoc1Br orbital_gap_ev=8.92 e_homo_ev=-8.18 e_lumo_ha=0.0271 total_charge=0
N 1.684205 0.744779 0.057249 -0.65 1.43 2.72
C 0.403480 0.174970 0.039981 -0.68 0.45 -3.04
C -0.386767 -0.332264 1.128561 0.99 0.23 0.08
C -1.486310 -0.907560 0.568087 0.18 0.29 0.23
O -1.478003 -0.728436 -0.819532 -0.56 -0.34 1.32
C -0.376844 0.000818 -1.122522 1.14 -0.53 1.43
Br -0.003022 0.291226 -2.985433 -0.24 -0.18 1.40
H 1.688406 1.653701 0.571332 0.25 -1.21 -0.72
H 2.269758 0.780417 -0.739146 -0.08 -0.17 -0.99
H -0.032175 -0.222842 2.186031 -0.80 -0.50 -1.18
H -2.282729 -1.454810 1.115392 0.44 0.54 -1.28